i) {"formula": "C3H6O3", "method": "ωB97M-V/def2-TZVPD", "species": ["H", "H", "H", "O", "C", "H", "H", "O", "H", "C", "C", "O"], "coordinates": [[-1.143, -2.027, 0.046], [1.966, 0.244, -0.908], [-0.386, 1.222, -1.340], [0.563, -1.066, -0.446], [-0.603, 1.131, -0.269], [2.048, -0.302, 0.813], [-1.121, 2.016, 0.048], [-1.416, 0.008, -0.034], [-0.372, -1.122, 1.388], [-0.623, -1.107, 0.315], [1.387, -0.011, -0.017], [0.608, 1.044, 0.452]], "mulliken_charge": [0.225, 0.276, 0.262, -0.398, -0.136, 0.269, 0.237, -0.374, 0.275, -0.124, -0.131, -0.382], "charge": 0, "smiles": "C1OCOCO1", "homo_ev": -10.08}

ii) {"formula": "C3H6O3", "method": "ωB97M-V/def2-TZVPD", "species": ["C", "H", "H", "O", "C", "H", "C", "H", "H", "O", "O", "H"], "coordinates": [[1.170, -0.704, -0.585], [-2.790, 0.049, 0.476], [2.204, -0.592, -0.750], [-1.193, 0.918, 1.485], [0.898, 0.425, 0.383], [1.283, 1.406, -0.058], [-0.616, 0.528, 0.506], [0.550, -0.532, -1.569], [0.984, -1.667, -0.208], [-2.626, -0.127, -0.549], [-1.210, -0.123, -0.531], [1.347, 0.418, 1.399]], "mulliken_charge": [-1.046, 0.371, 0.394, -0.608, -0.266, 0.238, 0.570, 0.240, 0.327, -0.371, -0.161, 0.313], "charge": 0, "smiles": "CCC(=O)OO", "homo_ev": -10.72}

Question: which arrangement is favored energetically? Ranking from most to least stable: i), ii).